1.
Below is 17 unconnected molecules or ions with the total composition C58H88BrFN21O2S2, with properties calculated with wB97M-V/def2-TZVPD.

Each line ends with the Mulliken charge.
Cartesian coordinates (Å):
C  3.141  -2.982  1.301  -0.687
C  4.064  -1.780  1.201  -0.785
C  3.419  -0.703  0.318  0.029
C  2.718  0.402  1.114  -0.405
N  1.275  0.538  0.782  0.461
C  0.940  1.515  -0.158  -0.168
C  0.628  1.117  -1.470  -0.812
C  0.599  -0.329  -1.884  0.440
C  1.626  -0.668  -2.958  -1.644
F  -0.678  -0.528  -2.411  -0.285
N  0.331  1.962  -2.418  -1.037
N  0.285  3.238  -2.100  1.262
C  -0.023  4.117  -3.252  -1.926
C  -1.508  4.378  -3.445  -0.768
C  -2.126  3.487  -4.522  -0.050
C  -2.819  2.252  -3.955  -0.747
O  -2.309  1.091  -4.620  -0.216
C  -3.167  0.072  -4.704  0.721
C  -2.861  -0.944  -5.732  -1.101
O  -4.119  -0.055  -3.973  -0.641
C  0.494  3.739  -0.879  0.897
C  0.319  5.201  -0.654  -1.236
Br  2.052  6.064  -0.405  0.018
C  -0.723  5.503  0.458  -0.130
C  -0.341  6.511  1.518  -1.741
C  0.861  2.857  0.141  1.132
C  1.167  3.317  1.524  -0.668
C  0.008  3.069  2.526  -1.574
C  0.281  1.976  3.562  -1.200
S  -1.054  0.780  3.509  -0.185
C  -0.498  -0.428  4.619  0.136
S  0.949  -0.410  5.335  -0.303
N  -1.418  -1.436  4.863  0.356
C  -1.892  -2.388  3.979  -0.365
C  -2.732  -3.169  4.689  -0.539
N  -2.827  -2.720  5.997  -0.610
C  -2.038  -1.689  6.061  -0.300
H  2.745  -3.266  0.339  0.167
H  2.287  -2.680  1.901  0.179
H  3.609  -3.805  1.814  0.095
H  5.003  -2.089  0.766  0.391
H  4.254  -1.364  2.179  0.342
H  2.675  -1.160  -0.307  -0.682
H  4.158  -0.273  -0.343  0.591
H  2.836  0.254  2.175  0.568
H  3.222  1.335  0.884  0.291
H  0.689  0.596  1.601  -0.439
H  0.652  -0.947  -1.006  0.681
H  2.367  -1.341  -2.564  0.339
H  1.091  -1.093  -3.791  0.457
H  2.095  0.237  -3.305  0.365
H  0.327  3.584  -4.116  0.902
H  0.553  5.022  -3.203  0.374
H  -1.653  5.388  -3.784  0.655
H  -2.077  4.205  -2.539  0.549
H  -2.843  4.046  -5.097  -0.340
H  -1.386  3.130  -5.226  0.394
H  -3.877  2.330  -4.128  0.659
H  -2.607  2.141  -2.899  0.196
H  -2.231  -0.581  -6.529  0.334
H  -3.783  -1.284  -6.167  0.348
H  -2.404  -1.808  -5.277  0.263
H  -0.051  5.701  -1.518  0.457
H  -1.048  4.571  0.884  0.248
H  -1.585  5.909  -0.048  0.474
H  -1.198  6.665  2.157  0.440
H  0.493  6.215  2.134  0.349
H  -0.159  7.465  1.051  0.470
H  1.468  4.345  1.592  0.341
H  1.997  2.743  1.892  0.650
H  -0.920  2.901  1.995  1.013
H  -0.138  3.977  3.086  0.237
H  0.395  2.368  4.557  1.207
H  1.193  1.443  3.344  0.248
H  -1.625  -2.478  2.951  0.695
H  -3.279  -4.028  4.380  0.364
H  -1.837  -1.059  6.905  0.470
C  2.752  -3.287  7.787  -0.426
C  3.686  -4.138  7.071  0.348
N  4.423  -4.806  6.501  -0.383
H  1.903  -3.874  8.129  0.267
H  3.244  -2.838  8.646  0.292
H  2.395  -2.499  7.127  -0.125
C  -5.222  -4.820  -7.040  -0.754
C  -3.874  -4.398  -6.702  0.425
N  -2.809  -4.064  -6.434  -0.504
H  -5.310  -5.899  -6.938  0.248
H  -5.934  -4.340  -6.372  0.275
H  -5.448  -4.541  -8.067  0.321
C  5.341  -6.216  3.420  -0.562
C  5.908  -4.961  2.960  0.451
N  6.347  -3.973  2.579  -0.456
H  4.831  -6.069  4.369  0.184
H  4.625  -6.583  2.687  0.138
H  6.134  -6.950  3.548  0.330
C  1.294  -5.823  -1.751  -0.649
C  2.049  -6.212  -0.571  0.514
N  2.643  -6.527  0.356  -0.475
H  0.578  -5.046  -1.489  0.193
H  1.971  -5.444  -2.514  0.270
H  0.763  -6.687  -2.143  0.146
C  2.946  3.450  6.914  -1.057
C  2.779  3.655  5.486  0.459
N  2.673  3.841  4.358  -0.373
H  2.380  4.199  7.462  0.309
H  2.592  2.461  7.193  0.315
H  3.994  3.534  7.174  0.335
C  1.187  4.806  -7.251  -0.829
C  0.167  5.556  -6.539  0.483
N  -0.638  6.163  -5.990  -0.462
H  2.174  5.164  -6.965  0.353
H  1.104  3.748  -7.006  0.284
H  1.063  4.932  -8.333  0.282
C  5.052  5.449  10.405  -0.814
C  4.540  4.169  9.945  0.402
N  4.140  3.157  9.581  -0.408
H  4.381  6.247  10.098  0.272
H  5.129  5.444  11.490  0.307
H  6.036  5.627  9.977  0.275
C  3.319  7.292  -10.762  -0.788
C  2.518  6.122  -10.451  0.380
N  1.880  5.198  -10.216  -0.464
H  3.014  8.126  -10.135  0.266
H  4.370  7.076  -10.585  0.275
H  3.182  7.563  -11.807  0.283
C  -3.629  -0.768  0.235  -0.095
C  -4.310  -0.714  1.520  0.151
N  -4.836  -0.671  2.538  -0.459
H  -4.281  -0.393  -0.552  0.386
H  -2.725  -0.160  0.272  -0.122
H  -3.354  -1.794  0.004  0.187
C  -4.412  5.961  -6.869  -0.707
C  -5.711  5.835  -6.231  0.337
N  -6.732  5.725  -5.721  -0.380
H  -3.722  6.477  -6.203  0.206
H  -4.019  4.972  -7.095  0.198
H  -4.501  6.527  -7.794  0.364
C  -2.733  -7.229  2.993  -0.842
C  -2.438  -5.927  2.423  0.340
N  -2.207  -4.901  1.969  -0.338
H  -3.352  -7.110  3.880  0.295
H  -3.264  -7.835  2.262  0.298
H  -1.806  -7.727  3.267  0.278
C  -4.635  -0.885  9.411  -0.774
C  -3.337  -0.247  9.548  0.352
N  -2.305  0.246  9.631  -0.409
H  -4.533  -1.959  9.552  0.266
H  -5.321  -0.488  10.156  0.326
H  -5.035  -0.696  8.417  0.259
C  -5.030  -3.115  -2.560  -0.370
C  -5.478  -4.415  -3.024  0.086
N  -5.809  -5.451  -3.387  -0.406
H  -5.682  -2.331  -2.940  0.301
H  -5.038  -3.097  -1.473  0.271
H  -4.017  -2.931  -2.914  0.122
C  5.195  6.404  3.504  -0.233
C  5.484  7.022  4.787  0.235
N  5.702  7.497  5.808  -0.364
H  4.453  5.617  3.638  -0.128
H  4.808  7.154  2.819  0.220
H  6.107  5.976  3.093  0.288
C  1.524  -10.058  -0.721  -0.836
C  0.568  -9.462  -1.639  0.447
N  -0.188  -8.992  -2.360  -0.456
H  2.533  -9.918  -1.099  0.268
H  1.442  -9.584  0.255  0.266
H  1.321  -11.122  -0.623  0.336
C  -2.842  -8.084  -6.010  -0.666
C  -3.508  -8.177  -7.299  0.329
N  -4.036  -8.246  -8.315  -0.414
H  -1.926  -8.670  -6.027  0.319
H  -2.598  -7.046  -5.791  0.177
H  -3.494  -8.467  -5.228  0.266

Properties
highest occupied orbital energy	-10.572	eV
spin multiplicity	1
Kohn-Sham gap	6.76	eV
net charge	+1
energy	-191379.80364	eV

2.
Below is a molecular structure, C44H42N5O3P2PtSe2, with properties calculated with wB97M-V/def2-TZVPD.

Each line ends with the Mulliken charge.
Cartesian coordinates (Å):
Pt  -1.041  0.061  1.637  2.677
N  -1.937  1.506  2.838  -0.410
N  -1.419  2.751  2.386  -0.407
C  -0.080  2.726  1.908  0.387
O  0.575  3.738  1.950  -0.642
O  0.308  1.581  1.417  -1.097
H  -2.944  1.512  2.706  0.463
H  -1.681  1.374  3.827  0.260
H  -1.560  3.502  3.049  0.314
Se  3.777  -2.832  -2.945  -0.327
P  1.916  -1.907  -3.083  -0.102
C  1.974  -0.292  -3.909  0.560
C  2.115  0.865  -3.144  -0.641
C  2.359  2.084  -3.758  -0.531
C  2.455  2.159  -5.139  -0.597
C  2.332  1.008  -5.906  -0.801
C  2.112  -0.215  -5.294  -0.160
C  0.692  -2.970  -3.899  0.432
C  -0.197  -2.527  -4.869  0.341
C  -1.103  -3.414  -5.440  -0.879
C  -1.125  -4.740  -5.042  -0.605
C  -0.230  -5.189  -4.076  -0.819
C  0.679  -4.313  -3.512  -0.530
C  1.165  -1.508  -1.463  0.693
C  -0.042  -0.976  -1.004  -0.920
N  0.093  -0.969  0.354  0.886
N  1.283  -1.420  0.702  -0.382
N  1.926  -1.765  -0.370  -0.829
P  -1.682  -0.462  -1.553  0.478
Se  -2.377  1.166  -0.314  -0.311
C  -1.761  0.086  -3.251  1.105
C  -2.585  -0.583  -4.152  -0.712
C  -2.727  -0.089  -5.441  -0.683
C  -2.042  1.052  -5.822  -0.713
C  -1.229  1.727  -4.918  -0.797
C  -1.102  1.260  -3.623  -0.573
C  -2.685  -1.959  -1.392  0.519
C  -2.069  -3.194  -1.593  0.054
C  -2.812  -4.361  -1.513  -0.845
C  -4.168  -4.298  -1.222  -0.630
C  -4.783  -3.068  -1.023  -0.761
C  -4.048  -1.897  -1.112  -0.595
H  2.060  0.817  -2.063  0.605
H  2.482  2.974  -3.153  0.444
H  2.649  3.110  -5.620  0.442
H  2.432  1.059  -6.982  0.427
H  2.075  -1.116  -5.894  0.511
H  -0.191  -1.492  -5.181  0.389
H  -1.787  -3.064  -6.203  0.467
H  -1.826  -5.430  -5.494  0.443
H  -0.228  -6.231  -3.781  0.501
H  1.406  -4.665  -2.789  0.403
H  -3.103  -1.484  -3.852  0.460
H  -3.370  -0.599  -6.146  0.475
H  -2.149  1.429  -6.831  0.440
H  -0.703  2.621  -5.220  0.499
H  -0.501  1.799  -2.903  0.582
H  -1.015  -3.251  -1.829  0.428
H  -2.326  -5.313  -1.681  0.486
H  -4.749  -5.208  -1.150  0.411
H  -5.843  -3.022  -0.810  0.442
H  -4.531  -0.938  -0.963  0.501
C  5.799  3.999  3.571  -1.569
C  4.405  3.627  3.983  0.594
C  3.507  4.591  4.425  -0.908
C  2.215  4.265  4.798  1.101
C  1.302  5.385  5.236  -1.891
C  1.807  2.915  4.733  0.829
C  0.429  2.620  5.071  -0.856
O  -0.160  1.544  4.972  -0.539
C  2.713  1.921  4.303  1.236
C  2.360  0.463  4.261  -0.608
C  3.990  2.300  3.936  -1.255
H  5.946  5.077  3.590  0.361
H  6.009  3.638  2.563  0.357
H  6.530  3.542  4.239  0.343
H  3.822  5.627  4.466  0.283
H  1.842  6.329  5.205  0.374
H  0.939  5.247  6.256  0.409
H  0.437  5.485  4.579  0.323
H  -0.151  3.485  5.429  0.461
H  2.059  0.135  5.258  0.282
H  3.223  -0.120  3.939  0.381
H  1.540  0.264  3.569  -0.332
H  4.686  1.539  3.599  0.383
C  0.519  -1.965  4.584  -1.321
C  -0.714  -1.656  4.111  1.218
C  -1.059  -1.805  2.707  -0.495
C  -2.397  -1.557  2.250  -0.856
C  -3.324  -1.098  3.216  -0.547
C  -2.982  -0.854  4.544  -0.979
C  -1.705  -1.131  4.991  -0.487
H  1.293  -2.335  3.922  0.342
H  0.758  -1.834  5.630  0.422
H  -0.438  -2.473  2.126  0.737
H  -2.786  -1.970  1.328  0.641
H  -4.354  -0.955  2.906  0.478
H  -3.734  -0.493  5.233  0.454
H  -1.437  -0.959  6.027  0.406

Properties
highest occupied orbital energy (alpha / beta)	-9.581 / -9.581	eV
spin multiplicity	1
energy above the lowest of the compared OMol25 structures with the same formula, charge and spin	2.880	eV
Kohn-Sham gap (alpha / beta)	4.32 / 3.92	eV
net charge	+1
energy	-212413.39049	eV